P) DFT (wB97M-V/def2-TZVPD) results for a structure of composition C2H2BrI.

## Properties
Lowest unoccupied orbital energy (spin up / spin down): -0.06179 / -0.06175 hartree
Kohn-Sham gap (spin up / spin down): 0.2246 / 0.2247 Ha
HOMO level (spin up / spin down): -7.79 / -7.79 eV
Total charge: 0

The geometry in XYZ format:
```
6
Properties=species:S:1:pos:R:3:lowdin_charge:R:1
C 0.32 1.18 1.10 -0.572
C 0.12 -0.79 -1.68 -1.019
Br -0.92 -1.88 -2.76 0.522
I -0.74 -0.35 0.17 1.236
H -0.14 0.91 2.14 -0.075
H 1.38 0.93 1.05 -0.093
```

=====

Q) DFT (wB97M-V/def2-TZVPD) results for a cluster of 2 separate species, C2H2BrI in total.

## Properties
Lowest unoccupied orbital energy (spin up / spin down): -0.04399 / -0.08976 hartree
Kohn-Sham gap (spin up / spin down): 0.2992 / 0.2292 Ha
HOMO level (spin up / spin down): -9.34 / -8.68 eV
Total charge: 0

The geometry in XYZ format:
```
6
Properties=species:S:1:pos:R:3:lowdin_charge:R:1
C -0.74 -0.01 0.47 -0.155
C 0.51 0.21 0.25 -0.847
Br 2.12 0.67 0.83 0.787
I 0.91 -0.78 -2.71 0.022
H -1.40 -0.75 -0.05 0.072
H -1.41 0.65 1.21 0.121
```

=====

Most stable one: Q), least stable one: P).

=====

P) DFT (wB97M-V/def2-TZVPD) results for the molecule C10H13N.

## Properties
Structure (SMILES): N[C@@H]1CCCc2ccccc21
Lowest unoccupied orbital energy: 0.02125 hartree
Kohn-Sham gap: 0.3295 Ha
HOMO level: -8.39 eV
Total charge: 0

The geometry in XYZ format:
```
24
Properties=species:S:1:pos:R:3:lowdin_charge:R:1
N -0.93 2.41 -0.13 -0.083
C -1.08 0.95 -0.52 -0.392
C -1.96 0.25 0.64 -0.160
C -2.05 -1.32 0.43 -0.174
C -1.06 -1.69 -0.74 -0.135
C 0.44 -1.04 -0.41 -0.140
C 1.85 -1.49 -0.08 -0.056
C 3.01 -0.63 0.17 -0.161
C 2.77 0.74 0.23 -0.105
C 1.51 1.43 -0.39 0.043
C 0.35 0.37 -0.55 -0.158
H -0.87 2.34 1.03 0.145
H -0.19 3.01 -0.77 0.124
H -1.56 0.84 -1.56 0.155
H -1.41 0.42 1.74 0.141
H -2.99 0.93 0.96 0.159
H -1.57 -1.85 1.12 0.047
H -3.08 -1.60 -0.05 0.143
H -0.70 -2.76 -0.69 0.109
H -1.28 -1.41 -1.75 0.088
H 1.89 -2.68 0.45 0.155
H 4.03 -0.99 0.67 0.137
H 3.64 1.28 0.55 0.070
H 1.27 2.50 -0.33 0.048
```

=====

Q) DFT (wB97M-V/def2-TZVPD) results for the molecule C10H13N.

## Properties
Structure (SMILES): CNC1Cc2ccccc2C1
Lowest unoccupied orbital energy: 0.03538 hartree
Kohn-Sham gap: 0.3318 Ha
HOMO level: -8.07 eV
Total charge: 0

The geometry in XYZ format:
```
24
Properties=species:S:1:pos:R:3:lowdin_charge:R:1
C -1.42 -1.09 1.36 -0.144
N -2.16 -0.18 0.62 -0.124
C -1.79 0.49 -0.54 -0.345
C -0.73 1.67 -0.32 -0.080
C 0.63 1.00 -0.25 -0.139
C 1.79 1.31 0.51 -0.040
C 2.85 0.41 0.53 -0.137
C 2.75 -0.80 -0.06 -0.101
C 1.56 -1.17 -0.78 -0.059
C 0.49 -0.38 -0.69 -0.232
C -0.88 -0.43 -1.35 -0.116
H -0.46 -0.60 1.76 0.119
H -1.93 -1.04 2.32 0.086
H -1.35 -2.10 0.95 0.083
H -3.14 -0.34 0.72 0.109
H -2.74 0.85 -0.99 0.152
H -0.99 2.31 0.48 0.088
H -0.90 2.30 -1.31 0.145
H 1.89 2.19 1.07 0.090
H 3.69 0.71 1.24 0.128
H 3.51 -1.67 -0.01 0.127
H 1.53 -2.03 -1.50 0.133
H -0.71 -0.04 -2.38 0.136
H -1.46 -1.37 -1.38 0.123
```

=====

Most stable one: Q), least stable one: P).

=====

P) DFT (wB97M-V/def2-TZVPD) results for a structure of composition C6H10OSi.

## Properties
Lowest unoccupied orbital energy: 0.03155 hartree
Kohn-Sham gap: 0.3379 Ha
HOMO level: -8.34 eV
Total charge: 0

The geometry in XYZ format:
```
18
Properties=species:S:1:pos:R:3:lowdin_charge:R:1
C 2.92 -0.52 0.50 -0.083
C 1.93 0.35 0.03 -0.172
C 2.30 -1.54 1.23 -0.204
C 0.71 0.08 0.38 -0.127
C -2.43 -0.61 0.38 -0.224
C -1.14 1.40 -1.57 -0.218
O 0.99 -1.49 1.29 -0.054
Si -1.01 0.59 0.15 0.564
H 3.98 -0.46 0.37 0.087
H 2.06 1.25 -0.55 0.127
H 2.84 -2.47 1.37 0.117
H -2.42 -1.36 -0.50 0.061
H -2.38 -1.27 1.27 0.028
H -3.44 -0.22 0.42 0.020
H -0.22 1.34 -2.11 -0.002
H -1.98 0.83 -2.13 0.050
H -1.61 2.43 -1.68 0.045
H -1.10 1.68 1.16 -0.014
```

=====

Q) DFT (wB97M-V/def2-TZVPD) results for the molecule C6H10OSi.

## Properties
Structure (SMILES): CC1=CC=C[Si@@]1(C)O
Lowest unoccupied orbital energy: 0.01861 hartree
Kohn-Sham gap: 0.3299 Ha
HOMO level: -8.47 eV
Total charge: 0

The geometry in XYZ format:
```
18
Properties=species:S:1:pos:R:3:lowdin_charge:R:1
C -0.61 2.07 0.71 -0.107
C -0.53 0.57 0.65 -0.301
C -0.57 -0.23 1.71 -0.155
C -0.48 -1.68 1.52 -0.155
C -0.02 -2.09 0.32 -0.104
Si -0.04 -0.59 -0.80 0.537
C 1.61 0.05 -1.44 -0.144
O -1.05 -0.50 -2.12 -0.131
H -1.67 2.36 0.90 0.082
H -0.21 2.61 -0.24 0.099
H 0.04 2.39 1.53 0.068
H -0.57 0.17 2.76 0.124
H -0.81 -2.35 2.27 0.088
H 0.12 -3.07 0.07 0.019
H 1.85 0.92 -0.80 0.044
H 2.43 -0.59 -1.70 0.022
H 1.40 0.58 -2.32 -0.008
H -0.88 -0.61 -3.03 0.023
```

=====

Most stable one: Q), least stable one: P).

=====

P) DFT (wB97M-V/def2-TZVPD) results for the molecule C6H13N3.

## Properties
Structure (SMILES): C=C/C(C)=C(\N)N(C)N
Lowest unoccupied orbital energy: 0.03005 hartree
Kohn-Sham gap: 0.2937 Ha
HOMO level: -7.18 eV
Total charge: 0

The geometry in XYZ format:
```
22
Properties=species:S:1:pos:R:3:lowdin_charge:R:1
C 0.49 3.29 -0.07 -0.002
C 0.84 2.00 -0.15 -0.169
C -0.04 0.86 -0.12 -0.257
C -1.51 1.12 0.07 -0.073
C 0.42 -0.41 -0.24 -0.326
N 1.68 -0.73 -0.74 0.127
N -0.41 -1.51 0.02 -0.226
C -0.03 -2.81 -0.49 -0.091
N -0.93 -1.62 1.34 0.060
H 1.24 4.06 -0.07 0.042
H -0.53 3.62 -0.02 0.040
H 1.91 1.79 -0.19 0.086
H -1.81 1.96 -0.55 0.069
H -2.09 0.25 -0.26 0.069
H -1.76 1.35 1.10 0.082
H 2.28 0.06 -0.93 0.077
H 2.16 -1.50 -0.28 0.090
H -0.92 -3.44 -0.45 0.081
H 0.28 -2.70 -1.52 0.083
H 0.76 -3.29 0.09 0.077
H -1.78 -1.07 1.43 0.066
H -0.26 -1.28 2.03 0.093
```

=====

Q) DFT (wB97M-V/def2-TZVPD) results for the molecule C6H13N3.

## Properties
Structure (SMILES): [H]/N=C/C(C)(C)[C@H](N)N=C
Lowest unoccupied orbital energy: 0.03588 hartree
Kohn-Sham gap: 0.3600 Ha
HOMO level: -8.82 eV
Total charge: 0

The geometry in XYZ format:
```
22
Properties=species:S:1:pos:R:3:lowdin_charge:R:1
H -2.44 0.72 -2.76 0.049
N -1.86 0.13 -2.17 0.088
C -1.07 0.82 -1.45 -0.161
C 0.17 0.14 -0.54 -0.505
C 1.35 1.10 -0.62 -0.063
C 0.51 -1.22 -1.14 -0.066
C -0.57 0.07 0.76 -0.342
N -0.95 1.29 1.37 0.051
N 0.68 -0.43 1.82 0.025
C 0.66 -1.60 2.31 -0.102
H -1.10 1.93 -1.44 0.110
H 1.61 1.30 -1.66 0.086
H 2.22 0.69 -0.10 0.078
H 1.12 2.07 -0.15 0.077
H -0.33 -1.91 -1.07 0.078
H 0.78 -1.13 -2.20 0.085
H 1.36 -1.68 -0.61 0.076
H -1.39 -0.65 0.73 0.139
H -0.27 1.45 2.12 0.080
H -1.87 1.22 1.77 0.082
H -0.01 -2.41 1.96 0.073
H 1.39 -1.90 3.08 0.064
```

=====

R) DFT (wB97M-V/def2-TZVPD) results for the molecule C6H13N3.

## Properties
Structure (SMILES): C[C@@]12C[C@@]1(N)[C@@H](N)CN2
Lowest unoccupied orbital energy: 0.03652 hartree
Kohn-Sham gap: 0.3196 Ha
HOMO level: -7.70 eV
Total charge: 0

The geometry in XYZ format:
```
22
Properties=species:S:1:pos:R:3:lowdin_charge:R:1
C 0.57 1.81 0.13 -0.079
C -0.60 0.86 0.24 -0.449
C -1.34 0.92 -1.07 -0.018
C -0.73 -0.39 -0.71 -0.371
N -1.84 -1.23 -0.33 0.045
C 0.61 -1.10 -0.34 -0.305
N 1.78 -0.55 -0.93 0.042
C 0.53 -0.85 1.26 -0.075
N -0.70 0.13 1.52 0.004
H 0.22 2.87 0.33 0.100
H 1.02 1.85 -0.91 0.092
H 1.38 1.56 0.82 0.060
H -0.95 1.68 -1.79 0.117
H -2.43 0.88 -0.97 0.109
H -1.76 -2.21 -0.63 0.085
H -1.90 -1.29 0.69 0.072
H 0.40 -2.15 -0.53 0.109
H 1.82 -0.66 -1.94 0.093
H 2.64 -0.87 -0.52 0.082
H 1.45 -0.35 1.59 0.090
H 0.33 -1.73 1.87 0.099
H -0.52 0.83 2.24 0.098
```

=====

S) DFT (wB97M-V/def2-TZVPD) results for a cluster of 2 separate species, C6H13N3 in total.

## Properties
Lowest unoccupied orbital energy: 0.02971 hartree
Kohn-Sham gap: 0.2896 Ha
HOMO level: -7.07 eV
Total charge: 0

The geometry in XYZ format:
```
22
Properties=species:S:1:pos:R:3:lowdin_charge:R:1
C -1.26 -1.46 -1.84 -0.010
C -0.83 1.96 -1.51 -0.043
C -0.58 -0.36 -1.46 -0.263
C -1.37 0.14 1.25 -0.039
C 2.13 -1.07 0.83 -0.048
C -0.27 -0.70 0.55 -0.148
N -0.22 0.86 -1.77 0.009
N 1.14 1.20 0.82 0.076
N 1.02 -0.16 0.70 -0.310
H -1.70 -1.51 -2.78 0.010
H -1.26 -2.31 -1.18 0.029
H -0.38 2.94 -1.55 0.060
H -1.79 2.03 -1.02 0.064
H -2.31 -0.12 0.74 0.095
H -1.02 1.06 0.98 0.003
H -1.38 0.04 2.27 0.049
H 2.70 -1.05 -0.08 0.078
H 2.82 -0.73 1.70 0.115
H 1.75 -1.97 1.08 0.031
H -0.24 -1.79 0.54 0.109
H 1.47 1.46 1.69 0.072
H 1.57 1.54 0.02 0.062
```

=====

Most stable one: P), least stable one: S).